Computed, not measured: 2 unconnected molecules or ions with the total composition C2H8N2O2 at a distorted geometry, with wB97M-V/def2-TZVPD.

Structure (XYZ):
```
14
Properties=species:S:1:pos:R:3:mulliken_charge:R:1
O -0.340 -0.458 -2.249 -0.5806
C -0.239 -0.367 -1.091 0.5550
N 0.963 -0.261 -0.510 -0.3490
N -1.329 -1.798 0.552 -0.6028
C -1.403 -0.467 -0.060 -0.5821
H 0.967 -0.167 0.509 0.1903
H 1.800 -0.025 -1.048 0.2301
H -1.446 -2.424 -0.252 0.2522
H -0.398 -1.997 0.935 0.2820
H -2.413 -0.402 -0.508 0.2861
H -1.318 0.337 0.697 0.3156
O 1.323 2.616 0.982 -0.6316
H 2.006 1.997 1.327 0.3166
H 1.827 3.417 0.714 0.3182
```

The calculation puts the LUMO energy at 0.40 eV. The energy relative to the best compared isomer or geometry (same formula, charge and spin) comes out at 24.1 kcal per mole. As for the SMILES: NCC(N)=O.O.

***

Computed, not measured: 12 unconnected molecules or ions with the total composition C27H76N2O24S10 at a distorted geometry, with wB97M-V/def2-TZVPD.

Structure (XYZ):
```
139
Properties=species:S:1:pos:R:3:mulliken_charge:R:1
C 2.123 1.551 -4.001 -0.3135
N 1.373 0.758 -5.061 1.0427
O 0.942 -0.337 -4.806 -0.5274
O 1.145 1.346 -6.151 -0.6331
H 1.807 1.253 -3.002 -0.3888
H 1.830 2.566 -4.269 0.4158
H 3.189 1.415 -4.186 0.3184
C -2.283 2.001 -1.769 0.0127
N -1.500 2.533 -2.917 0.9832
O -2.170 3.093 -3.726 -0.5891
O -0.238 2.556 -2.893 -0.4547
H -2.784 1.088 -2.090 0.1495
H -2.994 2.753 -1.425 0.1006
H -1.522 1.793 -1.017 -0.3361
C -1.894 -3.992 -1.155 -1.0778
S -0.986 -4.543 0.453 0.5512
O -1.683 -3.852 1.617 -0.4325
C -1.277 -6.341 0.450 -1.1449
H -2.958 -4.102 -0.945 0.5214
H -1.784 -4.535 -2.094 0.5608
H -1.632 -2.942 -1.286 -0.0152
H -0.787 -6.722 1.346 0.3603
H -0.874 -6.855 -0.422 0.3916
H -2.351 -6.523 0.413 0.3463
C 1.882 -3.182 -2.854 -0.6938
S 0.916 -4.697 -3.170 0.5945
O 1.148 -4.858 -4.684 -0.6908
C 1.963 -5.876 -2.267 -0.9434
H 1.292 -2.293 -3.081 0.0895
H 2.769 -3.248 -3.484 0.3612
H 2.168 -3.083 -1.807 0.2947
H 1.536 -6.854 -2.489 0.3585
H 1.858 -5.699 -1.196 0.2358
H 3.043 -5.869 -2.417 0.3729
C -6.159 -1.090 -0.178 -0.6423
S -4.781 -0.826 -1.327 1.0472
O -4.382 -2.252 -1.781 -0.7475
C -5.855 -0.224 -2.714 -1.2153
H -5.751 -1.465 0.761 0.3315
H -6.901 -1.790 -0.562 0.4442
H -6.718 -0.196 0.100 -0.1527
H -6.580 0.460 -2.274 0.2676
H -6.581 -1.011 -2.919 0.4596
H -5.362 0.268 -3.553 0.3733
C 0.757 0.777 6.717 -0.8620
S -0.956 0.566 6.024 0.5609
O -1.919 1.482 6.807 -0.6719
C -0.588 1.420 4.380 -0.8132
H 1.480 0.113 6.244 0.1008
H 0.702 0.649 7.799 0.3725
H 1.021 1.834 6.741 0.3933
H -0.351 2.471 4.548 0.5318
H -1.420 1.585 3.695 0.2605
H 0.294 0.909 3.996 0.1270
C 5.594 -1.203 1.326 -0.5125
S 5.102 0.063 2.679 0.2255
O 4.523 1.298 2.017 -0.4574
C 3.792 -0.977 3.570 -0.6796
H 5.528 -0.480 0.513 -0.1776
H 4.848 -1.960 1.083 0.2589
H 6.575 -1.662 1.445 0.4495
H 4.143 -2.008 3.587 0.4961
H 2.966 -1.026 2.860 0.0238
H 3.524 -0.584 4.551 0.2878
O 1.702 -0.970 0.664 -0.6083
S 0.868 0.012 -0.016 1.0079
O 0.366 -0.304 -1.355 -0.4878
O -0.379 0.342 1.096 -0.0440
C -1.345 -0.725 1.329 1.6523
C -2.727 -0.153 1.644 -1.1574
C 1.599 1.655 -0.043 0.5496
H -1.031 -1.335 2.176 -0.8390
H -1.472 -1.302 0.412 -0.5898
H -3.518 -0.889 1.496 0.0761
H -3.039 0.738 1.101 0.2412
H -2.700 0.119 2.699 0.3312
H 0.797 2.378 0.105 0.5830
H 1.978 1.816 -1.052 -1.2340
H 2.353 1.698 0.744 0.3302
O -2.045 -5.965 6.101 -0.6189
S -2.818 -4.802 5.590 1.0651
O -3.904 -4.246 6.422 -0.6029
O -1.801 -3.504 5.232 -0.2711
C -0.475 -3.835 4.804 -0.2227
C 0.319 -2.582 4.718 -0.4081
C -3.228 -5.103 3.859 -0.6204
H -0.486 -4.441 3.898 0.1345
H 0.022 -4.455 5.550 0.4745
H -0.069 -1.967 3.906 -0.1618
H 1.362 -2.800 4.485 0.3533
H 0.333 -2.092 5.692 0.2019
H -3.610 -4.126 3.564 0.2395
H -4.066 -5.789 3.731 0.5176
H -2.309 -5.345 3.325 -0.0073
O -6.017 2.709 -1.578 -0.5904
S -5.765 3.167 -0.210 1.1189
O -4.586 2.727 0.577 -0.5604
O -6.021 4.832 -0.130 -0.3218
C -6.967 5.325 -1.025 -0.2888
C -6.395 6.123 -2.223 -1.1802
C -7.264 2.718 0.863 -0.9130
H -7.373 6.131 -0.413 0.3210
H -7.765 4.608 -1.217 0.3931
H -7.009 6.685 -2.927 0.3689
H -5.703 5.537 -2.829 0.2920
H -5.693 6.905 -1.934 0.3358
H -7.555 1.690 0.645 0.1851
H -8.157 3.314 0.675 0.3774
H -6.916 2.948 1.870 0.3747
O 4.246 3.253 -2.154 -0.5025
S 3.410 4.249 -1.440 1.1308
O 1.967 4.201 -1.471 -0.5067
O 4.048 4.419 0.094 -0.2289
C 3.435 5.349 0.938 -0.3381
C 3.085 4.603 2.208 -0.9790
C 3.879 5.915 -2.179 -1.1655
H 2.514 5.825 0.601 0.3759
H 4.065 6.185 1.241 0.3243
H 2.560 5.241 2.918 0.4373
H 4.003 4.300 2.710 0.2883
H 2.506 3.704 1.994 0.0762
H 3.654 5.853 -3.243 0.4187
H 4.955 5.973 -2.012 0.3499
H 3.290 6.707 -1.717 0.3630
O 4.029 0.216 -1.776 0.2824
S 5.152 -0.476 -2.392 0.6450
O 5.482 -1.853 -2.076 -0.6428
O 4.950 -0.365 -4.071 -0.1848
C 5.633 -1.286 -4.979 -0.1700
C 6.127 -0.605 -6.233 -1.2838
C 6.666 0.582 -2.293 -1.1162
H 4.942 -2.062 -5.307 0.2223
H 6.482 -1.779 -4.505 0.3803
H 5.409 0.016 -6.770 0.3023
H 6.459 -1.337 -6.970 0.4069
H 6.976 0.038 -6.001 0.2997
H 6.738 0.863 -1.242 0.4016
H 6.556 1.426 -2.974 0.2798
H 7.479 -0.043 -2.664 0.4369
```

The calculation puts the LUMO energy at 0.08 eV. The energy relative to the best compared isomer or geometry (same formula, charge and spin) comes out at 56.0 kcal per mole.

***

Computed, not measured: a molecular structure, C11H18N2O2 at a distorted geometry, with wB97M-V/def2-TZVPD.

Structure (XYZ):
```
33
Properties=species:S:1:pos:R:3:mulliken_charge:R:1
C 0.560 0.862 2.667 -0.8920
C 0.809 2.074 2.083 0.5781
C -0.720 2.404 0.005 0.9783
C -0.408 -1.854 -2.430 -0.6731
C 0.947 -1.650 -1.763 -1.0734
C -1.348 -2.232 -1.264 -0.4205
C 0.804 -0.500 -0.643 -0.4692
C -1.533 -1.230 -0.059 -0.8752
C -0.094 -1.066 0.371 1.0645
C 0.008 3.648 -0.456 -1.2976
C 0.481 -2.098 1.382 -1.7175
N -0.522 0.595 1.804 -0.8609
N -0.268 1.807 1.162 0.5799
O -1.589 1.934 -0.719 -0.6304
O 1.376 3.251 2.406 -0.5274
H 1.106 0.277 3.394 0.3665
H -0.573 -1.002 -3.040 0.3553
H -0.202 -2.653 -3.127 0.3732
H 1.250 -2.619 -1.457 0.4175
H 1.733 -1.299 -2.326 0.5188
H -2.428 -2.423 -1.584 0.3545
H -0.939 -3.192 -0.721 0.2075
H 1.886 -0.376 -0.311 0.3649
H 0.297 0.403 -0.895 0.1032
H -1.853 -0.340 -0.383 0.4484
H -2.304 -1.771 0.462 0.2790
H -0.539 4.534 0.099 0.3142
H -0.177 3.798 -1.544 0.3411
H 1.126 3.687 -0.078 0.2717
H 0.153 -3.013 1.080 0.4700
H 0.094 -2.037 2.443 0.3854
H 1.585 -2.006 1.502 0.3373
H 1.282 4.087 1.943 0.3281
```

The calculation puts the LUMO energy (alpha / beta) at 0.63 / 0.63 eV. The energy relative to the best compared isomer or geometry (same formula, charge and spin) comes out at 196.2 kcal per mole.

***

Computed, not measured: a molecular structure, C16H24CeF6N5OPS2 at a distorted geometry, with wB97M-V/def2-TZVPD.

Structure (XYZ):
```
56
Properties=species:S:1:pos:R:3:mulliken_charge:R:1
Ce 0.275 0.400 0.302 0.8846
C 2.206 -2.157 1.893 -0.7712
C 2.596 -0.785 2.424 -0.7647
N 1.414 0.099 2.597 -0.0157
C 0.598 -0.111 3.817 -0.8621
C -0.329 -1.319 3.773 -0.6315
S -1.252 -1.513 2.194 0.0985
C -0.711 -3.165 1.632 -0.7636
C 0.386 -3.150 0.564 -0.6875
N 1.312 -2.011 0.718 0.0534
H 1.697 -2.738 2.657 0.2864
H 3.113 -2.704 1.633 0.4439
H 3.248 -0.306 1.689 0.2800
H 3.154 -0.890 3.357 0.5068
H 1.811 1.029 2.722 0.3378
H 0.000 0.791 3.954 0.4204
H 1.242 -0.215 4.695 0.3623
H -1.081 -1.210 4.553 0.5757
H 0.195 -2.252 3.955 0.3893
H -1.604 -3.645 1.233 0.5257
H -0.424 -3.716 2.525 0.4733
H -0.069 -3.077 -0.424 0.2065
H 0.922 -4.102 0.607 0.4309
H 1.902 -1.983 -0.111 0.3874
O 1.764 -0.073 -1.373 -0.3951
N 1.645 0.006 -2.694 0.2933
C 2.640 0.528 -3.426 -0.0793
C 2.565 0.546 -4.804 -0.7936
C 1.458 -0.006 -5.439 -0.2701
C 0.432 -0.527 -4.668 -0.7896
C 0.515 -0.498 -3.279 0.7641
S -0.752 -1.044 -2.244 -0.0748
H 3.488 0.898 -2.866 0.5473
H 3.381 0.974 -5.369 0.4737
H 1.399 -0.032 -6.519 0.4692
H -0.452 -0.967 -5.112 0.5288
F 2.054 1.762 0.516 -0.2784
P 1.100 3.169 0.360 1.4343
F -0.003 4.233 0.190 -0.3170
F 1.753 3.741 1.634 -0.3089
F 2.089 3.728 -0.682 -0.3163
F 0.003 2.255 1.375 -0.3028
F 0.328 2.241 -0.908 -0.3162
N -2.039 1.277 -2.374 -0.1649
C -2.859 1.260 -1.242 0.6762
C -4.229 1.456 -1.378 -1.0454
C -5.020 1.486 -0.246 -0.4211
C -4.415 1.317 0.993 -1.0991
C -3.057 1.103 1.040 -0.0144
N -2.267 1.043 -0.051 0.3714
H -2.548 1.317 -3.249 0.2620
H -1.277 1.939 -2.358 0.1633
H -4.647 1.632 -2.361 0.4230
H -6.084 1.666 -0.327 0.4601
H -4.992 1.337 1.907 0.4785
H -2.572 0.959 1.997 0.4753
```

The total charge is +3. The calculation puts the LUMO energy (alpha / beta) at -12.05 / -12.07 eV. The energy relative to the best compared isomer or geometry (same formula, charge and spin) comes out at 0.0 kcal per mole. Its spin multiplicity is 2.